[1]
Molecular formula: C2H37O17
Method: DFT, ωB97M-V/def2-TZVPD

Positions of all 56 atoms, in Å:
H (0.97, -1.22, 1.91)
H (1.99, -2.16, -2.13)
O (-0.75, -0.46, -4.62)
H (-0.88, -3.73, -0.44)
H (-3.69, 0.67, 0.52)
O (1.93, -1.54, -2.89)
H (-1.38, 1.11, -0.20)
H (-1.68, -3.23, 0.76)
H (-3.12, -0.65, -2.23)
H (-2.80, 3.32, -1.90)
C (-0.91, 0.16, -0.48)
H (0.08, 0.21, 4.39)
H (2.56, 1.71, -2.12)
H (3.79, -0.96, 1.90)
H (3.16, 0.32, 1.33)
H (0.07, 2.21, 1.92)
O (-1.71, -3.87, 0.02)
H (-0.96, -2.69, 2.60)
H (0.40, 1.03, -4.04)
O (3.91, -0.28, 1.21)
H (1.07, 1.05, -0.59)
H (3.89, 0.96, -2.05)
O (2.79, 2.59, 1.00)
O (-1.69, 0.21, 2.89)
O (1.04, 0.39, 4.39)
H (-1.06, 0.01, -1.55)
H (-3.15, 2.07, 0.30)
H (-2.08, -1.74, 2.86)
H (2.11, 1.91, 1.30)
H (-1.70, -0.37, -4.49)
O (-1.94, -2.69, 2.62)
H (-0.50, -1.34, -4.30)
H (1.12, 0.99, 3.64)
H (1.32, -0.87, -2.56)
H (2.02, -4.08, -0.38)
H (2.91, 2.37, 0.05)
O (0.67, 0.34, 1.35)
O (0.58, 1.89, -3.62)
H (1.38, -2.22, 3.02)
H (0.44, 3.71, 1.93)
O (0.90, -2.15, 2.18)
H (-3.47, -1.78, -1.29)
H (-0.96, 0.28, 2.21)
O (-3.82, -1.29, -2.07)
H (1.20, 2.32, -4.21)
H (1.08, -0.68, -0.34)
O (-3.72, 1.56, 0.90)
H (1.63, -2.95, 0.58)
O (-0.30, 3.12, 2.07)
H (-2.42, 0.76, 2.53)
O (-2.48, 3.28, -1.00)
H (-1.45, -0.61, 0.09)
C (0.57, 0.27, 0.00)
O (3.48, 1.81, -1.83)
O (1.67, -3.19, -0.38)
H (-2.12, 4.14, -0.78)

The orbital gap comes out at 8.2 eV. Its charge is -1.



[2]
Molecular formula: CH3NO4S
Method: DFT, ωB97M-V/def2-TZVPD

Positions of all 10 atoms, in Å:
H (-3.70, 0.40, 0.87)
H (1.25, -0.26, -1.05)
H (0.98, -0.49, 1.72)
C (-2.95, 0.60, 0.12)
O (-2.78, 1.47, -0.65)
S (-1.35, -0.87, 0.37)
N (0.97, 0.07, 0.75)
O (-1.47, -1.95, 1.31)
O (-1.07, -1.22, -1.01)
O (1.39, -0.77, -0.22)

The orbital gap (spin up / spin down) comes out at 7.9 / 7.8 eV.



[3]
Molecular formula: C14H29BNO6
Method: DFT, ωB97M-V/def2-TZVPD

Positions of all 51 atoms, in Å:
H (1.60, 2.51, -1.52)
O (-0.32, -3.27, 0.04)
O (-1.90, 3.44, -0.26)
H (-1.76, 2.56, 3.17)
O (-0.98, 4.43, 1.66)
H (-4.22, -2.59, -2.54)
H (-2.26, -1.41, -0.38)
H (-1.06, 1.34, 1.93)
C (-0.80, 3.90, -1.11)
H (-4.46, -2.29, -0.74)
B (-0.47, -2.60, -1.24)
C (0.72, -1.76, -1.97)
C (2.53, -0.05, 1.74)
H (2.27, -3.05, 5.22)
C (-2.50, -1.53, -1.50)
C (2.09, -2.98, 4.10)
H (0.17, 4.08, -0.56)
C (-4.07, -1.82, -1.70)
H (3.56, -0.31, 1.33)
H (1.92, -2.03, -0.37)
C (1.86, -1.23, 2.61)
C (0.81, 2.00, -2.17)
C (1.45, 0.40, 0.63)
H (0.97, -2.86, 3.86)
H (1.48, -2.01, 1.84)
H (-2.26, -0.57, -2.10)
H (1.25, 1.92, -3.23)
H (2.77, 0.71, -1.30)
C (-1.53, 3.44, 1.11)
H (2.72, -1.69, -1.85)
H (-0.85, -2.75, 0.69)
H (1.07, -2.44, -2.82)
N (1.97, -1.39, -1.20)
H (-0.39, 0.66, -0.99)
C (1.89, 0.10, -0.89)
C (-0.56, 2.83, -2.30)
H (1.18, 1.50, 0.71)
C (-1.81, 2.19, 2.09)
O (2.78, -1.80, 3.55)
O (-1.73, -2.69, -1.96)
H (-0.51, 3.40, -3.29)
C (0.51, 0.48, -1.69)
H (0.91, -0.80, 3.11)
H (-1.13, 4.89, -1.60)
O (0.37, -0.55, -2.70)
H (2.44, -3.94, 3.58)
H (0.50, -0.23, 0.81)
H (-2.87, 1.76, 1.96)
H (-4.58, -0.82, -1.92)
H (2.65, 0.85, 2.45)
H (-1.42, 2.07, -2.30)

Its SMILES is CCOB(O)[C@@H]1[NH2+][C@H](CCCOC)[C@@H](CCCOC(C)=O)O1. The orbital gap comes out at 9.6 eV. Its charge is +1.



[4]
Molecular formula: C5H12NS
Method: DFT, ωB97M-V/def2-TZVPD

Positions of all 19 atoms, in Å:
H (-0.12, -0.42, -1.91)
H (-0.37, -0.43, 1.78)
H (1.70, -1.01, 1.70)
H (-0.07, 1.10, 1.01)
H (-1.62, 0.29, -1.98)
H (-3.18, -0.43, -0.59)
C (-0.79, 0.23, -1.39)
H (3.42, -0.44, 0.21)
C (1.28, -0.70, 0.69)
C (2.47, 0.18, 0.22)
H (1.26, -1.50, -0.02)
H (-2.54, 1.02, 0.28)
N (-0.99, -0.48, -0.18)
H (-0.24, 1.22, -1.22)
H (-2.83, -0.37, 1.22)
H (2.53, 1.21, 0.61)
C (-2.47, -0.07, 0.23)
C (-0.02, 0.00, 0.87)
S (2.57, 0.60, -1.53)

Its SMILES is CN(C)CCC[S-]. The orbital gap comes out at 5.7 eV. Its charge is -1.



[5]
Molecular formula: C5H9N3
Method: DFT, ωB97M-V/def2-TZVPD

Positions of all 17 atoms, in Å:
H (-0.78, 2.19, 1.24)
H (-0.68, -1.79, 0.72)
H (0.42, 1.35, 2.32)
C (1.05, -0.63, 0.19)
C (-0.11, 0.32, 0.52)
C (-0.02, -1.04, 1.14)
H (0.20, -1.32, -3.02)
N (-0.96, -0.31, -1.66)
C (0.22, -0.89, -2.01)
N (1.21, -0.97, -1.20)
H (0.24, -1.16, 2.20)
C (0.09, 1.57, 1.30)
N (-1.08, 0.47, -0.54)
H (-1.80, -0.92, -1.75)
H (0.85, 2.06, 0.75)
H (2.01, -0.38, 0.62)
H (-0.84, 1.43, -0.81)

Its SMILES is C[C@]12C[C@H]1N=CNN2. The orbital gap comes out at 9.0 eV.



[6]
Molecular formula: CH4IP
Method: DFT, ωB97M-V/def2-TZVPD

Positions of all 7 atoms, in Å:
H (-2.50, -0.47, 1.47)
C (1.05, -0.14, -0.32)
P (-0.23, 1.18, -0.82)
H (1.75, 0.40, 0.28)
H (1.54, -0.44, -1.20)
H (0.67, -0.77, 0.46)
I (-2.28, 0.23, 0.13)

The orbital gap comes out at 6.5 eV.



[7]
Molecular formula: C17H24FNPdSe3Si2Te
Method: DFT, ωB97M-V/def2-TZVPD

Positions of all 50 atoms, in Å:
H (-1.60, -1.53, -5.32)
H (-0.69, -5.49, -3.99)
H (0.83, -2.62, 2.60)
C (-0.23, -3.91, -2.61)
H (0.12, -2.16, -1.43)
C (-0.24, -2.54, -2.38)
H (0.85, 0.10, -1.16)
C (-3.20, 0.45, 3.38)
Si (-1.40, 0.11, 3.69)
H (-1.57, -3.95, -5.72)
H (-1.92, 0.89, -5.10)
C (0.68, 0.73, -2.03)
H (-3.31, 1.26, 2.65)
C (-0.53, 1.66, 4.25)
C (2.82, -1.85, 2.45)
F (1.07, 1.77, 1.69)
H (-0.96, 1.98, 5.19)
Pd (-1.60, 0.36, 0.40)
H (3.57, 1.39, 1.76)
H (1.57, 0.69, -2.67)
H (-0.16, 1.08, -5.20)
H (-1.64, -2.19, 4.58)
H (3.29, -2.80, 2.66)
Te (-3.03, 2.90, -1.56)
H (-1.59, -1.00, 5.88)
H (0.55, 1.75, -1.67)
Se (-1.38, 2.83, 0.35)
C (-1.03, 1.19, -4.55)
Se (-2.77, 0.37, -1.75)
C (-1.21, -2.19, -4.55)
H (-0.66, 2.46, 3.52)
H (0.54, 1.50, 4.41)
Se (-1.52, -1.86, 1.27)
C (-1.20, -3.56, -4.78)
C (-0.70, -4.42, -3.81)
Si (-0.79, 0.17, -3.01)
C (1.44, -1.75, 2.42)
C (3.61, -0.73, 2.21)
C (3.00, 0.49, 1.95)
H (0.15, -4.58, -1.85)
H (4.69, -0.80, 2.23)
H (-0.10, -1.48, 5.08)
H (-3.73, -0.43, 3.02)
N (-0.63, -0.43, 2.13)
C (-1.16, -1.27, 4.92)
C (0.81, -0.54, 2.15)
H (-1.13, 2.24, -4.28)
H (-3.66, 0.78, 4.31)
C (-0.74, -1.66, -3.35)
C (1.62, 0.57, 1.93)

The orbital gap comes out at 6.3 eV.



[8]
Molecular formula: C5H32N2O10
Method: DFT, ωB97M-V/def2-TZVPD

Positions of all 49 atoms, in Å:
O (-1.62, 1.74, -2.74)
H (0.93, 1.75, 1.89)
H (1.78, -0.80, 0.80)
H (0.08, 4.33, -2.37)
C (2.17, 0.22, 0.88)
C (-2.71, 0.86, 0.21)
H (-1.16, 2.52, -2.42)
O (0.05, 3.62, -1.73)
O (-2.23, -0.60, 3.54)
C (-1.41, 1.51, 0.72)
O (0.51, -2.82, -1.11)
O (0.10, -2.94, 1.58)
H (0.76, 2.97, -1.93)
H (2.34, 1.42, -1.67)
H (-1.54, -2.85, -0.69)
H (-2.81, -1.13, 0.48)
H (-2.68, 0.09, 4.08)
H (2.47, -1.01, -1.61)
O (-2.37, -2.53, -0.36)
H (3.77, -1.50, -0.53)
H (2.68, 0.27, 1.85)
H (0.50, -1.66, 2.72)
H (1.20, 2.02, 0.16)
O (-0.23, -0.43, -1.87)
H (-1.18, 2.42, 0.12)
H (3.91, 1.01, 0.10)
H (1.22, 1.03, -2.62)
H (-1.46, 1.82, 1.73)
C (3.39, -0.65, -1.08)
O (0.46, -0.81, 3.20)
O (1.84, 1.74, -2.45)
H (-1.12, -0.78, -1.93)
H (-1.05, 0.95, -2.57)
H (1.45, -3.06, -1.12)
N (3.08, 0.52, -0.25)
H (-0.15, -0.01, -0.91)
H (-0.41, -0.20, 1.21)
H (-3.04, -3.20, -0.47)
H (-0.46, -0.74, 3.50)
O (-3.04, -0.30, 0.98)
H (0.31, -2.89, 0.64)
N (-0.27, 0.56, 0.57)
H (0.42, -1.90, -1.48)
H (-0.83, -3.13, 1.69)
H (-2.55, -0.45, 2.64)
H (-2.71, 0.62, -0.87)
H (4.13, -0.37, -1.87)
C (1.02, 1.23, 0.92)
H (-3.56, 1.54, 0.43)

Its SMILES is CNCCNCCO.O.O.O.O.O.O.O.O.O. The orbital gap comes out at 9.8 eV.



[9]
Molecular formula: C6H14NO
Method: DFT, ωB97M-V/def2-TZVPD

Positions of all 22 atoms, in Å:
H (-3.67, 0.88, 0.40)
H (1.94, 0.63, -1.18)
H (-1.65, -0.36, 1.00)
C (3.02, -0.85, 0.23)
H (3.12, -1.77, -0.40)
C (-3.57, -0.14, 0.03)
H (-2.18, -1.67, -0.20)
H (-1.22, -0.27, -2.03)
H (2.33, 1.08, 1.74)
H (2.24, 2.20, 0.40)
C (1.77, 0.23, -0.16)
C (1.73, 1.36, 0.87)
H (2.94, -1.05, 1.31)
H (-1.39, 1.22, -1.05)
H (-4.10, -0.89, 0.63)
C (-1.23, 0.14, -1.01)
H (0.69, 1.70, 1.01)
C (-2.08, -0.60, 0.01)
H (-0.10, -0.53, -0.59)
H (-3.86, -0.18, -1.03)
O (4.26, -0.25, 0.12)
N (1.01, -0.89, -0.08)

The orbital gap comes out at 6.3 eV. Its charge is -1.



[10]
Molecular formula: C4H12N2O
Method: DFT, ωB97M-V/def2-TZVPD

Positions of all 19 atoms, in Å:
C (-1.52, -0.74, -0.50)
C (-0.06, 1.00, -1.56)
H (0.16, 0.33, 2.92)
N (-0.24, -0.12, 2.10)
H (0.91, 1.52, -1.54)
C (0.10, 0.63, 0.94)
N (0.94, -1.13, -0.72)
H (-0.84, 1.77, -1.49)
H (1.04, -1.77, 0.07)
O (1.63, 0.87, 0.98)
H (1.85, -0.71, -0.89)
H (-1.64, -1.48, 0.29)
C (-0.18, -0.02, -0.42)
H (0.12, -1.07, 2.06)
H (-1.60, -1.28, -1.45)
H (-0.30, 1.64, 1.01)
H (-0.15, 0.51, -2.53)
H (2.14, 0.07, 1.17)
H (-2.35, -0.03, -0.43)

Its SMILES is CC(C)(N)[C@@H](N)O. The orbital gap comes out at 10.3 eV.



[11]
Molecular formula: C2ClNO9Zr
Method: DFT, ωB97M-V/def2-TZVPD

Positions of all 14 atoms, in Å:
O (-0.01, 1.39, -0.74)
C (0.98, 2.27, -0.71)
N (-1.22, -1.74, -2.07)
O (0.13, -1.11, 2.08)
O (-1.58, -2.91, -2.32)
O (0.01, 2.95, -0.19)
O (-0.73, -1.46, -0.93)
O (-1.34, -0.89, -2.94)
Zr (0.86, -0.36, 0.25)
O (-0.18, 0.97, 2.06)
O (-1.18, 0.18, 1.33)
Cl (3.18, -0.66, 1.69)
C (-0.68, -0.14, 2.50)
O (1.77, 1.49, -0.01)

The orbital gap comes out at 5.4 eV. Its charge is -2.



[12]
Molecular formula: C24H76N4O12
Method: DFT, ωB97M-V/def2-TZVPD

Positions of all 116 atoms, in Å:
O (-3.62, -4.02, 2.33)
C (6.41, 3.57, -5.25)
H (1.06, 2.95, 0.41)
H (-3.88, -1.08, -0.30)
H (-2.58, 1.97, 2.66)
C (0.05, -0.15, 0.11)
C (5.25, 3.18, -1.42)
H (-3.36, -2.51, -3.30)
H (-4.13, -6.08, 2.13)
H (-3.73, 0.41, -1.35)
O (2.91, -2.16, 1.75)
O (-2.78, 1.70, -4.52)
H (1.80, 0.44, 0.18)
C (0.06, -4.74, 4.19)
H (-0.03, -4.97, 3.09)
H (2.04, -3.74, 1.88)
H (0.58, 1.29, 5.13)
H (2.99, 1.51, -3.88)
H (-2.32, -5.65, 2.18)
H (2.59, 4.97, -2.26)
H (-2.46, -0.67, -6.25)
H (0.47, 3.01, 4.59)
H (-4.52, 2.05, -3.51)
C (0.89, 4.86, 2.25)
H (-5.74, -1.55, -1.05)
C (-1.99, -1.12, -5.53)
H (-4.10, 3.22, -4.43)
C (-2.30, 0.64, -3.75)
N (1.38, -4.96, 4.74)
H (5.28, 3.16, -0.22)
H (-2.87, -3.83, 2.83)
H (4.37, 5.07, -4.00)
H (2.09, -4.34, 4.35)
H (0.90, -0.32, 2.66)
H (1.51, 1.85, -3.90)
H (-0.89, 2.18, 5.32)
H (0.93, 5.90, 2.54)
H (-0.13, -3.18, 0.76)
H (-2.96, -1.89, 3.06)
H (4.06, 3.32, -4.01)
H (-1.83, -5.43, 4.53)
C (-1.30, -0.28, -4.42)
H (7.55, 3.77, -5.23)
H (-3.86, 2.36, 1.91)
H (-0.57, -0.93, -2.64)
H (2.06, -1.65, 1.46)
C (-2.82, 2.80, 2.08)
C (-4.46, -0.33, -0.70)
O (2.38, 1.37, -2.11)
C (4.52, 4.27, -2.13)
H (6.43, 3.37, -1.55)
O (6.09, 4.03, -3.95)
H (2.82, 2.33, -2.13)
H (3.79, -4.01, 1.93)
N (3.03, 4.12, -1.95)
H (-1.33, -1.76, -6.05)
H (-3.52, -3.35, -1.59)
H (-2.63, -1.51, -5.13)
H (-0.62, -3.04, 5.35)
H (2.95, 3.91, -0.98)
H (5.91, 4.21, -5.88)
H (-1.76, 1.17, -2.95)
C (-3.35, -5.24, 1.78)
C (-0.29, -3.30, 4.33)
H (1.86, 0.03, -3.56)
C (-0.84, -5.69, 4.94)
C (4.62, 4.16, -3.63)
H (-1.00, -5.70, 6.04)
C (0.81, 0.76, 2.24)
H (3.07, -3.59, 0.41)
C (3.02, -3.46, 1.45)
O (-5.42, -0.86, -1.55)
H (0.79, 2.02, 6.86)
C (0.19, 2.34, 5.28)
H (-2.46, -1.74, 4.77)
H (1.47, 1.49, 2.67)
H (-0.08, -1.75, -3.69)
H (-4.22, -4.09, -2.98)
H (0.95, 2.04, -0.75)
H (6.13, 2.40, -5.62)
C (0.93, 0.91, 0.71)
H (5.09, 5.15, -1.73)
H (-3.25, 0.22, -3.30)
H (4.84, 2.34, -1.67)
H (-1.48, 2.84, 0.68)
C (-2.10, -1.93, 3.79)
C (-3.41, -3.57, -2.66)
C (-3.85, 2.44, -3.93)
H (0.00, 1.07, 2.65)
H (-1.51, -3.14, -3.16)
H (-2.99, -5.08, 0.52)
O (0.38, -1.34, 0.60)
H (1.44, 4.49, 3.02)
H (0.47, -2.54, 4.02)
H (-0.69, -6.68, 4.76)
H (-5.09, 0.25, 0.15)
N (-0.92, -1.24, -3.53)
H (-0.38, 0.27, -4.93)
H (-1.04, 0.25, 0.38)
O (-1.94, -4.05, -2.96)
H (-1.36, -0.97, 3.61)
H (-0.01, -0.03, -1.01)
C (-0.51, -2.39, 0.23)
H (-3.35, 2.76, -3.01)
N (0.52, 2.13, 0.23)
O (-1.52, -3.16, 3.63)
H (-0.67, -2.83, -0.89)
H (-2.78, 3.80, 2.58)
H (1.11, -4.90, 5.80)
O (-2.26, 3.21, 0.80)
H (2.19, 5.57, 0.92)
O (1.72, 4.78, 1.08)
H (0.02, 4.39, 2.00)
H (-1.64, -2.47, 0.46)
O (0.57, 2.84, 6.48)
C (2.19, 1.13, -3.39)

Its SMILES is COC[C@H](C)N.COC[C@H](C)N.COC[C@H](C)N.COC[C@H](C)N.CO.CO.CO.CO.CO.CO.CO.CO. The orbital gap comes out at 9.6 eV.



The records above yield electronic energy values of -1377.59156; -793.60756; -1081.53656; -650.59311; -360.08959; -679.41089; -8996.15668; -1071.63560; -366.77878; -344.34054; -1314.97646; -2081.06184 a.u., respectively.